ORCA calculation (ωB97M-V/def2-TZVPD) on a structure of composition C45H48BrCeN4O6PSe at a distorted geometry.

Structure (XYZ):
```
107
Properties=species:S:1:pos:R:3:forces:R:3
Ce -0.08142 1.01906 1.63592 1.2 -0.2 -1.6
C -2.25821 2.34040 -6.03213 -0.1 -0.2 0.0
C -2.72511 0.98686 -5.47653 0.0 0.0 -0.1
C -2.46170 -0.09622 -6.52619 0.0 0.2 0.2
C -4.23535 1.02897 -5.21602 0.2 0.0 -0.1
C -1.97075 0.72936 -4.18300 0.1 -0.1 -0.1
C -2.24324 1.48713 -3.05225 0.1 0.0 0.3
C -1.49768 1.28727 -1.91668 -0.1 0.2 0.5
Br -1.91007 2.33892 -0.32243 -0.4 0.0 -1.2
C -0.42202 0.37175 -1.76908 -0.4 0.1 -0.6
O 0.23604 0.33107 -0.66990 0.3 -0.1 0.4
C -0.18355 -0.42131 -2.93929 0.1 0.1 0.4
C -0.94722 -0.20354 -4.07569 -0.3 0.2 0.0
C 0.90499 -1.49357 -3.08050 0.2 -0.2 0.0
C 1.96519 -0.97085 -4.06645 -0.1 -0.1 0.1
C 0.28637 -2.79333 -3.63409 0.1 0.2 0.0
C 1.62356 -1.86408 -1.78277 0.0 0.3 -0.1
H -2.76456 2.56658 -6.96940 -0.1 0.1 -0.1
H -1.18435 2.31920 -6.21127 0.1 0.0 0.0
H -2.46704 3.13505 -5.32042 0.0 0.1 0.1
H -3.09682 0.06807 -7.39465 -0.1 0.1 -0.1
H -2.68417 -1.08231 -6.12520 0.0 -0.1 0.0
H -1.42727 -0.07758 -6.85965 0.1 -0.1 -0.1
H -4.77173 1.21129 -6.14627 -0.1 0.0 -0.1
H -4.49247 1.81664 -4.51530 -0.1 0.1 0.1
H -4.56945 0.08068 -4.80111 -0.1 -0.1 0.1
H -3.02448 2.22889 -3.03243 -0.1 0.1 0.0
H -0.72033 -0.80841 -4.93841 0.0 -0.1 -0.1
H 1.51561 -0.64943 -5.00481 0.0 0.0 -0.1
H 2.70064 -1.74460 -4.28765 0.1 -0.1 0.0
H 2.48154 -0.12327 -3.62285 0.1 0.1 0.0
H 0.07124 -2.72355 -4.69730 -0.1 0.0 -0.2
H -0.64081 -3.01709 -3.11074 -0.1 -0.1 0.1
H 0.97212 -3.62758 -3.49182 0.1 -0.1 0.0
H 1.89103 -0.98083 -1.21499 0.1 -0.1 0.1
H 2.52999 -2.42378 -2.01580 0.0 -0.1 0.0
H 0.99180 -2.49573 -1.16486 0.0 -0.1 0.2
C 0.39888 5.54523 1.51587 -0.2 -0.3 0.1
C 1.21804 4.31153 1.26901 0.3 0.7 0.0
O 0.74563 3.18536 1.30473 0.3 0.4 0.1
N 2.53466 4.50695 1.01487 0.0 -0.2 0.0
C 3.35546 3.40402 0.56220 -0.2 -0.3 0.1
C 3.07030 3.05905 -0.88285 0.3 -0.1 -0.2
C 4.06499 2.57728 -1.72775 -0.2 0.0 0.0
C 3.73471 2.30394 -3.04490 0.0 0.0 0.0
C 2.42981 2.49820 -3.46850 0.1 0.0 0.1
C 1.50705 2.95814 -2.54025 0.0 -0.1 -0.4
N 1.82424 3.24818 -1.29302 0.0 0.3 0.2
H -0.38522 5.30973 2.24127 0.1 0.0 0.0
H -0.09459 5.82292 0.58473 0.0 0.0 -0.1
H 1.00126 6.37819 1.86927 0.1 0.0 0.0
H 2.85673 5.43899 0.80787 -0.2 0.0 0.1
H 3.10923 2.53120 1.18742 0.2 0.2 -0.1
H 4.41054 3.65158 0.69746 -0.1 -0.1 0.1
H 5.06894 2.41889 -1.36215 0.1 0.0 0.0
H 4.48981 1.94684 -3.73057 0.0 -0.1 -0.1
H 2.13142 2.29106 -4.48450 -0.1 0.0 -0.1
H 0.46886 3.09963 -2.80801 -0.1 0.0 -0.1
C 0.82745 -5.68345 5.93273 0.0 0.0 0.1
C 1.03304 -4.44202 6.51323 0.1 -0.2 0.1
C 0.81044 -3.28950 5.77925 -0.1 0.1 -0.1
C 0.37591 -3.36518 4.45897 0.0 0.2 0.1
C 0.17114 -4.61558 3.88354 0.0 0.0 0.0
C 0.39361 -5.76562 4.61829 0.0 -0.2 -0.1
P 0.20681 -1.79454 3.52108 0.3 -0.8 0.1
C -1.08235 -2.34576 2.33520 -0.4 0.2 0.2
C -1.01298 -2.11638 0.83814 0.4 -0.5 0.1
C -1.61080 -3.29528 0.11614 -0.2 0.0 -0.1
C -2.86057 -3.53641 0.49149 0.1 0.1 -0.2
C -3.30737 -2.56008 1.54682 0.3 -0.6 0.2
C -2.33812 -2.62796 2.69921 0.4 0.1 -0.2
C 1.75727 -1.78727 2.53815 -0.3 0.5 0.1
C 2.79429 -2.68983 2.75141 -0.1 -0.1 0.0
C 3.99392 -2.51360 2.08677 0.1 -0.1 0.0
C 4.13739 -1.43378 1.23167 0.1 0.1 -0.1
C 3.09137 -0.54057 1.04532 -0.3 0.2 0.1
C 1.84571 -0.64784 1.69716 0.8 -0.9 0.2
H 0.99900 -6.58813 6.50195 0.0 0.0 0.0
H 1.36973 -4.37527 7.53937 0.0 0.0 0.0
H 0.98546 -2.31733 6.22087 0.0 0.1 0.1
H -0.14988 -4.67938 2.85174 0.0 -0.1 0.0
H 0.23457 -6.73312 4.16040 0.0 -0.1 0.0
H -0.02717 -1.80363 0.47884 -0.2 -0.1 0.1
H -1.07693 -3.80617 -0.66535 0.1 -0.1 -0.2
H -3.52447 -4.27810 0.08138 0.0 -0.1 -0.1
H -4.35751 -2.62305 1.83232 0.1 0.0 0.0
H -2.67253 -2.79421 3.70657 -0.1 0.2 0.3
H 2.67491 -3.51663 3.44114 0.0 0.0 0.0
H 4.80990 -3.21083 2.24110 0.0 0.0 0.0
H 5.08201 -1.27709 0.71993 0.0 0.0 0.0
H 3.26912 0.30079 0.37505 0.0 0.0 -0.1
O -1.85562 -0.98221 0.54415 -0.2 0.3 -0.2
O -3.19946 -1.24430 0.96939 -0.3 0.6 -0.1
O -1.90313 4.80520 3.56469 -0.1 0.0 0.0
C -2.14465 3.62422 3.72386 -0.4 0.3 0.5
C -3.08060 3.08952 4.82478 0.1 0.1 -0.1
C -3.09570 1.59256 4.58107 0.1 -0.2 -0.1
C -2.11534 1.43859 3.42524 -1.1 0.8 1.1
O -1.80384 0.34158 2.93666 -1.1 -0.5 0.6
N -1.64541 2.60194 2.98342 0.1 -0.4 -0.5
H -4.06107 3.55739 4.73695 0.1 0.1 0.0
H -2.65399 3.35974 5.79110 0.0 0.0 0.0
H -4.06469 1.20712 4.25912 0.0 0.0 0.0
H -2.75227 1.00102 5.42916 0.0 -0.1 0.0
Se 1.76324 1.25973 6.48777 0.4 -0.2 1.7
C 1.35782 1.38904 4.81111 -0.3 0.2 -1.4
N 1.08128 1.47461 3.68153 0.4 0.2 0.5
```
Forces are in eV/Å.

Computed properties:
Energy (eV): -223298.4510
Kohn-Sham gap (alpha / beta) (eV): 7.0 / 7.0
Net charge: -1
HOMO energy (alpha / beta) (Ha): -0.1750 / -0.1749
<S²>: 0.75
Multiplicity: 2


ORCA calculation (ωB97M-V/def2-TZVPD) on a structure of composition C45H48BrO2P2RuSb2 at a distorted geometry.

Structure (XYZ):
```
101
Properties=species:S:1:pos:R:3:forces:R:3
Ru 0.66090 1.17867 0.85476 -0.2 -2.8 1.3
C -1.81500 0.50749 -2.12934 0.6 1.1 -0.1
Sb -1.89906 1.29574 -0.13528 0.9 1.2 -0.6
C -2.22844 3.35943 -0.64693 -0.9 0.2 1.2
C -6.46988 -3.03395 -4.09015 -0.4 -0.2 -0.4
C -5.93613 -3.59966 -2.96028 -0.2 -1.1 -0.1
C -5.95457 -3.10256 -1.61994 -0.3 1.9 -0.9
C -5.62402 -3.93682 -0.55961 -0.3 1.2 -0.6
C -5.00759 -5.18310 -0.74324 -0.1 0.3 -0.2
C -4.78873 -5.63447 -2.02385 -0.4 -0.5 -0.1
C -5.47820 -4.99564 -3.11368 1.0 0.0 0.6
C -5.83868 -5.80816 -4.13196 -1.3 0.2 -1.9
Sb -1.26733 -5.52165 -1.24894 0.4 0.0 -1.2
C -1.97403 -7.65687 -1.57666 0.1 0.7 2.5
C -1.48445 -4.51542 0.68516 0.2 -1.3 -0.7
H -2.75943 0.00391 -2.30019 -0.2 0.2 -0.5
H -1.05121 -0.24584 -2.08719 0.4 -0.6 -0.1
H -1.47493 1.29690 -2.87228 -1.0 -1.0 0.9
H -3.26926 3.43755 -0.98151 0.0 -0.1 0.1
H -1.64007 3.70675 -1.49402 0.3 -0.2 0.2
H -2.13378 3.99918 0.29021 0.0 -0.8 -1.4
H -6.35737 -3.52443 -5.06656 0.1 0.3 0.6
H -7.19751 -2.24470 -4.10891 0.2 0.7 0.3
H -6.18988 -1.97063 -1.54297 0.1 -2.2 0.4
H -5.78987 -3.55534 0.43560 0.1 -0.1 0.2
H -4.74248 -5.68874 0.16712 0.4 -0.5 -0.1
H -4.22551 -6.53386 -2.30326 -0.4 0.3 0.6
H -6.46438 -5.42634 -5.01212 0.9 -0.8 1.5
H -5.66250 -6.88647 -4.11798 0.3 0.4 -0.1
H -2.59540 -7.70410 -2.44681 0.2 0.0 -0.8
H -2.62041 -7.95064 -0.72024 0.6 -0.1 -0.5
H -1.06348 -8.28184 -1.59889 -0.6 0.3 -0.2
H -1.40118 -5.20793 1.48332 -0.1 -0.7 0.9
H -2.42906 -4.02397 0.72125 -0.6 0.6 0.1
H -0.63394 -3.86306 0.78518 0.2 0.5 -0.2
C 2.97101 3.48477 0.61279 0.3 -0.9 1.9
C 3.82165 2.25005 0.19395 -1.7 1.1 -1.7
P 2.94483 0.71581 0.58591 0.3 -0.3 1.2
C 3.26371 -0.57250 -0.59786 1.3 0.5 -0.1
C 4.57484 -0.62900 -1.12616 -0.3 2.0 0.6
C 4.90722 -1.57315 -2.04102 1.0 -0.6 -1.1
C 4.00849 -2.59149 -2.37668 0.0 -0.4 -0.9
C 2.73274 -2.54363 -1.85349 -0.8 0.1 -0.1
C 2.35511 -1.51021 -0.98357 -0.4 -1.5 -0.1
C 3.66959 0.17789 2.20007 -0.1 -0.5 0.4
C 3.74389 -1.20701 2.48781 0.5 0.8 0.9
C 4.50271 -1.66715 3.62047 -1.4 0.8 -2.4
C 5.03810 -0.73556 4.48856 -0.6 0.0 0.5
C 4.76030 0.65563 4.33183 1.5 -0.1 0.6
C 4.20277 1.09542 3.15422 -0.6 0.1 -0.8
P 1.24541 3.16097 -0.03093 0.3 2.4 0.9
C 0.47199 4.67384 0.58713 -0.3 1.8 -0.9
C 0.72064 5.12705 1.92126 -0.9 -1.8 -1.1
C 0.45072 6.41789 2.26492 0.1 1.3 -2.1
C 0.01371 7.36471 1.27524 0.2 -0.4 1.7
C -0.32295 6.92502 0.01618 -0.6 -0.6 -0.2
C -0.09748 5.59976 -0.34951 0.9 -0.8 0.9
C 1.53212 3.29216 -1.77571 -0.1 -0.5 0.9
C 2.22661 4.41189 -2.22856 -0.6 0.0 0.5
C 2.64351 4.46629 -3.52298 -0.3 -0.7 -1.2
C 2.28256 3.43023 -4.40551 -0.1 -0.9 0.2
C 1.70440 2.23684 -3.87899 0.5 2.0 -0.5
C 1.33029 2.15676 -2.53819 1.1 1.6 -2.1
H 3.27095 4.44034 0.15451 0.2 -0.5 0.3
H 3.00322 3.59536 1.75771 -0.3 0.0 -1.7
H 4.79523 2.16015 0.56006 1.6 0.3 0.9
H 3.90423 2.37784 -0.89320 0.1 -0.6 0.0
H 5.25788 0.21602 -0.89925 -0.3 -0.9 -0.2
H 5.85285 -1.46643 -2.59836 -0.4 -0.4 0.6
H 4.28416 -3.36159 -3.13486 -0.2 0.7 0.8
H 1.93034 -3.23416 -2.14779 0.7 0.0 0.1
H 1.39303 -1.60547 -0.51574 -0.3 0.3 0.0
H 3.20200 -1.90831 1.86715 0.2 -0.1 -0.1
H 4.58668 -2.75012 3.63976 0.3 0.2 0.7
H 5.57606 -1.15342 5.33745 0.0 0.6 0.0
H 5.15282 1.42660 5.06817 -0.5 -1.3 -1.0
H 4.20093 2.16728 2.95143 -0.2 -0.2 0.1
H 0.97857 4.37087 2.67643 0.3 0.6 -0.2
H 0.74871 6.74172 3.21609 0.0 0.6 1.3
H -0.08138 8.41913 1.57346 -0.1 -0.6 -0.2
H -0.87390 7.52425 -0.69621 0.4 0.4 0.0
H -0.31073 5.32576 -1.38744 0.2 -0.1 0.5
H 2.34366 5.26726 -1.56785 0.2 -0.1 -0.1
H 3.22228 5.30184 -3.84230 0.1 0.5 -0.4
H 2.44170 3.50946 -5.50611 0.1 -0.1 1.1
H 1.54837 1.44821 -4.56992 -0.3 -0.8 -0.3
H 0.92935 1.25280 -2.21413 -0.7 -1.3 1.0
Br -3.61200 -0.69928 6.19656 -0.8 -0.3 0.6
C -2.25556 0.01122 5.19400 1.2 1.0 -0.1
C -1.82747 1.33271 5.39557 -0.8 0.2 -0.6
C -0.81682 1.85331 4.57342 -0.8 0.6 0.4
C -0.21962 1.07440 3.59013 -0.2 -1.0 0.2
C -0.57165 -0.29794 3.47946 0.0 1.5 -0.6
C -1.60344 -0.78554 4.27641 0.2 -1.8 -0.7
C 0.09945 -1.22345 2.49962 0.5 -2.7 1.2
O 0.15105 -2.42021 2.80831 -0.1 2.2 -1.2
O 0.71412 -0.76108 1.39688 -0.9 0.5 0.9
H -2.44092 1.97687 6.05831 0.9 -0.4 -0.3
H -0.59039 2.91792 4.69602 0.2 -0.5 -0.1
H 0.61144 1.51986 3.02487 0.2 -0.1 0.2
H -1.88679 -1.86692 4.16036 0.3 1.3 0.1
```
Forces are in eV/Å.

Computed properties:
Energy (eV): -155784.1544
Kohn-Sham gap (alpha / beta) (eV): 3.3 / 4.1
Net charge: +3
HOMO energy (alpha / beta) (Ha): -0.4885 / -0.5169
<S²>: 6.30
Multiplicity: 5